# 1
Entry from OMol25: a structure of composition C30H55ClMoP2SeSi2 (ωB97M-V with the def2-TZVPD basis set).

LUMO level (spin up / spin down) ... 0.6132 / 0.3465 eV
Charge ... 0
Kohn-Sham gap (spin up / spin down) ... 6.738 / 6.334 eV
HOMO level (spin up / spin down) ... -6.12 / -5.99 eV
2S+1 ... 3

Last column: Löwdin charge in e.
Cartesian coordinates (Å):
Mo (-0.10497, -0.07179, 0.29562)  0.723
C (-1.25891, -0.05349, 2.20890)  -0.262
C (-1.57304, 1.13393, 1.47776)  -0.415
C (-2.23413, 0.69094, 0.26400)  -0.225
Si (-1.18098, 2.88167, 2.05599)  0.501
C (-2.26661, -0.72678, 0.25520)  -0.217
C (-1.62191, -1.21446, 1.45834)  -0.403
Si (-1.27468, -2.98692, 1.98383)  0.519
H (-0.84291, -0.07272, 3.21071)  0.090
H (-2.66286, 1.34171, -0.48915)  0.092
H (-2.71996, -1.34692, -0.50940)  0.098
Cl (1.85418, 0.46180, -4.28886)  0.463
C (-0.94538, -3.10373, 3.81526)  -0.150
C (-2.69309, -4.09938, 1.50809)  -0.166
C (-0.79279, 2.91412, 3.87994)  -0.166
C (-2.61571, 4.01767, 1.68966)  -0.168
H (-3.62105, -3.66547, 1.90732)  0.043
H (-2.54206, -5.07702, 1.98747)  0.038
H (-2.81730, -4.25436, 0.43056)  0.020
H (-0.01601, -2.60194, 4.11503)  0.010
H (-0.87538, -4.16584, 4.08922)  0.042
H (-1.78150, -2.65986, 4.37215)  0.044
H (-3.53912, 3.53731, 2.04491)  0.041
H (-2.73304, 4.26266, 0.62663)  0.020
H (-2.47587, 4.95147, 2.25366)  0.037
H (-1.60443, 2.43765, 4.44669)  0.042
H (-0.71776, 3.96208, 4.20303)  0.038
H (0.15218, 2.40703, 4.11022)  0.017
C (0.33903, -3.42184, 1.07412)  -0.393
C (0.37613, 3.40370, 1.09022)  -0.432
P (0.48120, -2.50630, -0.50189)  0.945
H (0.37606, -4.51309, 0.93351)  0.042
H (1.18579, -3.13603, 1.71985)  0.026
P (0.50020, 2.52396, -0.51256)  0.954
H (1.25601, 3.13305, 1.69782)  0.020
H (0.36795, 4.49857, 0.96948)  0.039
C (2.12211, 3.14713, -1.23359)  -0.527
C (-0.82663, 3.41752, -1.52814)  -0.527
C (-0.81830, -3.39362, -1.55135)  -0.532
C (2.11458, -3.05208, -1.22943)  -0.533
C (3.20526, -1.97981, -1.09790)  -0.124
H (1.89550, -3.19979, -2.30259)  0.102
C (2.62252, -4.37619, -0.64921)  -0.123
H (2.83785, -4.28946, 0.42388)  0.073
H (3.56134, -4.63543, -1.15701)  0.082
H (1.92828, -5.20985, -0.79866)  0.057
H (3.05895, -1.14215, -1.78869)  0.043
H (4.17467, -2.43587, -1.34507)  0.082
H (3.26808, -1.57789, -0.07543)  0.030
H (-1.73482, -3.28982, -0.94967)  0.059
C (-0.53425, -4.88669, -1.74160)  -0.116
C (-1.05764, -2.71597, -2.90310)  -0.121
H (-0.47545, -5.44415, -0.79825)  0.068
H (0.38930, -5.05279, -2.31164)  0.073
H (-1.35947, -5.32559, -2.32111)  0.083
H (-1.39370, -1.67652, -2.80115)  0.059
H (-1.85023, -3.26557, -3.43276)  0.083
H (-0.16181, -2.73707, -3.53901)  0.077
H (-1.74291, 3.24278, -0.94169)  0.064
C (-1.01282, 2.78419, -2.90983)  -0.122
C (-0.61086, 4.92745, -1.65389)  -0.119
H (-0.57592, 5.44637, -0.68813)  0.067
H (-1.45614, 5.35003, -2.21556)  0.082
H (0.30063, 5.15616, -2.22043)  0.072
H (-1.46116, 1.78552, -2.84735)  0.058
H (-0.06786, 2.70926, -3.46605)  0.059
H (-1.69805, 3.41082, -3.49794)  0.082
C (3.29509, 2.17628, -1.03182)  -0.132
C (2.54135, 4.52184, -0.70718)  -0.127
H (1.90802, 3.22022, -2.31485)  0.099
H (2.76355, 4.47831, 0.36641)  0.080
H (1.79978, 5.30630, -0.87931)  0.051
H (3.46088, 4.82169, -1.22747)  0.082
H (3.40408, 1.88360, 0.02184)  0.030
H (4.21731, 2.68970, -1.34194)  0.082
H (3.22381, 1.27316, -1.64533)  0.039
C (0.96030, 0.06370, -2.74576)  -0.560
H (1.40862, 0.65732, -1.93478)  -0.061
H (-0.09174, 0.31066, -2.91264)  -0.003
H (1.08608, -1.01167, -2.58216)  -0.037
Se (1.82612, 0.25995, 1.77218)  0.649
C (2.07497, -0.91848, 3.34676)  -0.569
C (1.57524, -0.52043, 4.59299)  -0.154
C (1.81236, -1.31314, 5.72004)  -0.098
C (2.56054, -2.49117, 5.60190)  -0.104
C (3.08989, -2.87150, 4.36279)  -0.090
C (2.88223, -2.06247, 3.23954)  -0.158
H (1.02715, 0.41959, 4.67804)  0.078
H (1.41461, -1.00706, 6.68915)  0.103
H (2.73872, -3.11244, 6.48133)  0.098
H (3.67430, -3.78822, 4.26658)  0.101
H (3.35449, -2.30398, 2.28445)  0.086

# 2
Entry from OMol25: a structure of composition C30H55GeN2O3P2Zn (ωB97M-V with the def2-TZVPD basis set).

LUMO level (spin up / spin down) ... -6.4935 / -9.4341 eV
Charge ... +2
Kohn-Sham gap (spin up / spin down) ... 7.465 / 4.447 eV
HOMO level (spin up / spin down) ... -13.96 / -13.88 eV
2S+1 ... 2

Last column: Löwdin charge in e.
Cartesian coordinates (Å):
Zn (-0.13696, -0.08271, -0.13122)  0.566
C (-4.38508, -1.32415, 0.48590)  -0.059
C (-3.20456, -1.41806, -0.47207)  -0.664
C (-2.68639, -2.84753, -0.52240)  -0.015
C (-3.62528, -0.93131, -1.83992)  -0.019
O (-2.12974, -0.57807, 0.03371)  -0.406
Ge (-2.05108, 0.28053, 1.75296)  1.097
O (-0.37178, -0.69948, 1.74032)  -0.417
C (0.03350, -1.73969, 2.67525)  -0.654
C (0.61018, -2.86288, 1.83364)  -0.016
C (-1.20729, -2.23517, 3.41044)  -0.047
C (1.04072, -1.19323, 3.66193)  -0.014
O (-0.93369, 1.52072, 0.78045)  -0.425
C (-1.26071, 2.93129, 0.57881)  -0.663
C (-2.08614, 3.42369, 1.75727)  -0.058
C (0.03452, 3.71604, 0.48526)  -0.023
C (-2.04519, 3.06766, -0.71170)  -0.013
H (-5.18729, -1.98389, 0.15168)  0.106
H (-4.10634, -1.63461, 1.49520)  0.067
H (-4.78377, -0.30778, 0.52853)  0.091
H (-3.38019, -3.50494, -1.04957)  0.105
H (-1.72477, -2.88014, -1.04267)  0.060
H (-2.53655, -3.25021, 0.48178)  0.081
H (-4.49277, -1.48622, -2.19907)  0.106
H (-3.88094, 0.13036, -1.81326)  0.094
H (-2.82073, -1.08729, -2.55481)  0.048
H (-0.15503, -3.29085, 1.18200)  0.083
H (1.42140, -2.47922, 1.20814)  0.045
H (1.01550, -3.66130, 2.45791)  0.109
H (-1.98696, -2.53411, 2.70527)  0.072
H (-0.95386, -3.10678, 4.01522)  0.106
H (-1.60989, -1.47496, 4.08190)  0.084
H (1.97299, -0.93282, 3.16181)  0.044
H (0.65289, -0.30322, 4.16112)  0.104
H (1.27319, -1.93660, 4.42567)  0.107
H (-1.58554, 3.21195, 2.70463)  0.093
H (-2.21827, 4.50430, 1.68209)  0.104
H (-3.08091, 2.97525, 1.78022)  0.074
H (0.56632, 3.72564, 1.43727)  0.089
H (0.68822, 3.29042, -0.28497)  0.069
H (-0.17438, 4.75154, 0.21011)  0.105
H (-2.90290, 2.39156, -0.72441)  0.091
H (-2.40946, 4.08841, -0.84102)  0.107
H (-1.39975, 2.83788, -1.55959)  0.056
C (-0.83574, 0.87050, -3.61598)  -0.189
P (0.33948, 0.06778, -2.51536)  1.067
C (1.70259, 1.29801, -2.46596)  -0.404
N (1.78162, 2.09900, -3.50662)  0.163
C (2.71869, 3.08121, -3.45934)  -0.177
C (2.84556, 3.96431, -4.56031)  0.010
C (3.77361, 4.95786, -4.50344)  -0.022
C (4.60816, 5.12071, -3.36006)  -0.023
C (4.50577, 4.28875, -2.28786)  0.008
C (3.55222, 3.24351, -2.32568)  -0.180
N (3.44606, 2.40433, -1.26317)  0.155
C (2.54734, 1.45983, -1.34906)  -0.426
P (2.52559, 0.31111, 0.07999)  1.166
C (2.35985, 1.31714, 1.56297)  -0.195
C (4.21238, -0.54477, 0.12663)  -0.656
C (4.14298, -1.79798, 1.00341)  -0.068
C (5.14166, 0.49880, 0.77596)  -0.068
C (4.69924, -0.89312, -1.27372)  -0.069
C (0.88853, -1.53001, -3.27047)  -0.691
C (1.97397, -1.21512, -4.30520)  -0.063
C (-0.30802, -2.21344, -3.94192)  -0.063
C (1.42586, -2.42171, -2.15323)  -0.093
H (-0.33850, 0.93010, -4.58580)  0.070
H (-1.05141, 1.87516, -3.27272)  0.041
H (-1.75706, 0.30602, -3.68679)  0.041
H (2.20142, 3.82784, -5.41810)  0.126
H (3.88347, 5.64028, -5.33644)  0.124
H (5.33603, 5.92146, -3.35039)  0.124
H (5.13250, 4.39961, -1.41307)  0.125
H (2.88733, 2.25079, 1.35183)  0.076
H (2.81104, 0.79824, 2.40473)  0.051
H (1.30978, 1.50250, 1.77956)  0.035
H (3.72703, -1.59858, 1.99213)  0.074
H (5.16111, -2.16476, 1.15085)  0.109
H (3.56828, -2.59504, 0.53247)  0.080
H (4.93670, 0.63615, 1.83659)  0.087
H (5.13006, 1.46623, 0.27655)  0.075
H (6.14598, 0.07607, 0.68642)  0.111
H (4.11557, -1.67724, -1.74682)  0.064
H (5.71431, -1.28258, -1.16775)  0.110
H (4.75072, -0.02394, -1.93213)  0.087
H (1.61685, -0.56026, -5.10195)  0.092
H (2.27521, -2.16175, -4.76222)  0.106
H (2.85976, -0.76133, -3.85728)  0.073
H (-0.73024, -1.62010, -4.75335)  0.091
H (-1.09685, -2.46093, -3.23519)  0.067
H (0.04602, -3.15129, -4.37588)  0.108
H (2.26738, -1.95340, -1.64411)  0.026
H (1.77611, -3.36655, -2.57434)  0.114
H (0.65506, -2.65434, -1.41250)  0.063

The highest charge belongs to which entry?
C30H55GeN2O3P2Zn